{
  "formula": "C62H165N19O22",
  "method": "ωB97M-V/def2-TZVPD",
  "elements": ["C", "O", "N", "N", "H", "H", "H", "H", "C", "O", "N", "N", "H", "H", "H", "H", "C", "O", "N", "N", "H", "H", "H", "H", "C", "O", "N", "N", "H", "H", "H", "H", "C", "C", "C", "O", "C", "N", "H", "H", "H", "H", "H", "H", "H", "H", "H", "H", "H", "C", "C", "C", "O", "C", "N", "H", "H", "H", "H", "H", "H", "H", "H", "H", "H", "H", "C", "C", "C", "O", "C", "N", "H", "H", "H", "H", "H", "H", "H", "H", "H", "H", "H", "C", "C", "C", "O", "C", "N", "H", "H", "H", "H", "H", "H", "H", "H", "H", "H", "H", "C", "O", "C", "C", "N", "C", "C", "O", "C", "H", "H", "H", "H", "H", "H", "H", "H", "H", "H", "H", "H", "H", "H", "H", "C", "O", "C", "C", "N", "C", "C", "O", "C", "H", "H", "H", "H", "H", "H", "H", "H", "H", "H", "H", "H", "H", "H", "H", "C", "O", "C", "C", "N", "C", "C", "O", "C", "H", "H", "H", "H", "H", "H", "H", "H", "H", "H", "H", "H", "H", "H", "H", "C", "O", "C", "C", "N", "C", "C", "O", "C", "H", "H", "H", "H", "H", "H", "H", "H", "H", "H", "H", "H", "H", "H", "H", "C", "O", "C", "C", "N", "C", "C", "O", "C", "H", "H", "H", "H", "H", "H", "H", "H", "H", "H", "H", "H", "H", "H", "H", "C", "O", "C", "C", "N", "C", "C", "O", "C", "H", "H", "H", "H", "H", "H", "H", "H", "H", "H", "H", "H", "H", "H", "H", "C", "O", "C", "C", "N", "C", "C", "O", "C", "H", "H", "H", "H", "H", "H", "H", "H", "H", "H", "H", "H", "H", "H", "H"],
  "xyz": [[-4.542, -3.953, -0.665], [-4.236, -4.945, -0.022], [-3.907, -3.684, -1.859], [-5.519, -3.028, -0.348], [-4.273, -3.046, -2.538], [-3.074, -4.255, -2.029], [-5.849, -2.983, 0.621], [-5.621, -2.145, -0.813], [2.581, -1.838, -2.378], [3.346, -1.950, -3.302], [1.228, -2.035, -2.472], [2.850, -1.458, -1.157], [1.024, -2.575, -3.314], [0.712, -2.242, -1.639], [2.079, -0.929, -0.868], [3.731, -1.043, -0.947], [4.394, 2.226, 4.029], [5.474, 2.335, 3.472], [3.177, 2.263, 3.372], [4.308, 2.018, 5.386], [2.299, 2.370, 3.852], [3.033, 2.178, 2.367], [5.157, 2.122, 5.934], [3.519, 2.411, 5.887], [5.934, 4.976, 1.154], [6.042, 6.057, 0.596], [6.813, 4.573, 2.136], [4.884, 4.103, 0.778], [7.417, 5.269, 2.503], [6.554, 3.900, 2.818], [4.744, 4.355, -0.188], [5.012, 3.118, 0.960], [6.164, -5.334, -0.889], [5.827, -4.303, -1.963], [4.542, -4.678, -2.699], [3.445, -4.698, -1.769], [2.426, -5.632, -2.137], [5.715, -3.000, -1.408], [6.382, -6.326, -1.311], [5.370, -5.369, -0.178], [7.013, -5.115, -0.274], [6.561, -4.298, -2.792], [4.633, -5.687, -3.170], [4.457, -3.943, -3.492], [2.956, -6.505, -2.511], [1.773, -5.286, -2.898], [1.882, -5.919, -1.252], [5.259, -2.430, -2.091], [5.013, -3.074, -0.679], [-2.916, -0.356, -2.730], [-3.716, 0.263, -1.552], [-3.387, 1.669, -1.272], [-4.140, 2.121, -0.201], [-3.740, 3.415, 0.172], [-5.163, 0.008, -1.768], [-3.104, -1.429, -2.771], [-1.854, -0.143, -2.637], [-3.217, 0.152, -3.662], [-3.412, -0.292, -0.636], [-3.592, 2.235, -2.198], [-2.359, 1.939, -1.014], [-2.690, 3.455, 0.309], [-4.316, 3.661, 1.044], [-4.095, 4.125, -0.603], [-5.467, 0.402, -2.647], [-5.688, 0.560, -1.042], [-1.854, 1.087, -5.863], [-1.127, 1.217, -7.105], [0.185, 0.431, -7.054], [1.013, 1.014, -6.053], [1.322, 0.079, -5.074], [-1.942, 0.695, -8.172], [-2.858, 1.563, -5.894], [-1.373, 1.462, -4.957], [-2.162, -0.030, -5.694], [-0.897, 2.235, -7.341], [0.699, 0.562, -8.003], [0.034, -0.633, -6.969], [1.808, 0.663, -4.248], [2.058, -0.718, -5.293], [0.415, -0.415, -4.554], [-2.247, -0.231, -7.918], [-1.552, 0.665, -9.114], [-0.755, -7.282, 1.751], [-0.923, -8.560, 0.881], [-1.530, -8.167, -0.449], [-0.517, -7.397, -1.116], [-0.881, -7.245, -2.514], [0.359, -9.320, 0.741], [-0.524, -7.511, 2.803], [-1.673, -6.709, 1.707], [-0.025, -6.646, 1.341], [-1.661, -9.144, 1.380], [-2.450, -7.565, -0.296], [-1.805, -8.985, -1.115], [-1.075, -8.235, -2.923], [-0.035, -6.816, -3.007], [-1.824, -6.731, -2.782], [1.045, -8.631, 0.498], [0.249, -10.051, 0.005], [1.826, -9.545, -3.423], [2.130, -8.335, -4.008], [2.146, -8.388, -5.442], [2.744, -7.007, -5.820], [1.755, -5.987, -5.380], [1.837, -4.593, -5.972], [0.406, -4.090, -6.050], [0.009, -3.912, -4.706], [-1.230, -3.264, -4.496], [2.603, -10.325, -3.704], [0.794, -9.823, -3.618], [1.923, -9.413, -2.299], [1.092, -8.495, -5.771], [2.746, -9.223, -5.791], [2.851, -6.954, -6.931], [3.737, -7.035, -5.327], [1.680, -5.916, -4.394], [2.206, -4.725, -6.961], [2.571, -3.953, -5.426], [-0.168, -4.902, -6.452], [0.271, -3.228, -6.624], [-2.003, -3.942, -4.839], [-1.173, -2.341, -5.094], [-1.367, -3.024, -3.446], [4.917, 3.365, -6.708], [4.458, 4.702, -6.523], [3.292, 4.940, -7.283], [2.671, 6.310, -6.907], [2.003, 6.483, -5.629], [0.839, 5.644, -5.496], [-0.061, 6.167, -4.373], [0.840, 6.242, -3.215], [0.103, 6.898, -2.187], [5.862, 3.249, -6.165], [5.073, 3.052, -7.755], [4.277, 2.668, -6.213], [2.574, 4.103, -7.207], [3.587, 5.001, -8.305], [1.924, 6.524, -7.688], [3.470, 7.038, -6.987], [2.600, 6.304, -4.798], [1.087, 4.541, -5.287], [0.245, 5.582, -6.390], [-0.865, 5.538, -4.022], [-0.324, 7.164, -4.656], [0.608, 7.059, -1.196], [-0.815, 6.377, -1.873], [-0.314, 7.809, -2.581], [5.664, -1.438, 4.448], [4.369, -1.943, 4.126], [4.054, -1.685, 2.734], [3.202, -2.875, 2.308], [1.807, -2.929, 2.803], [1.731, -3.545, 4.078], [0.208, -3.750, 4.434], [-0.455, -4.346, 3.349], [-1.737, -4.691, 3.669], [6.385, -1.711, 3.647], [6.005, -1.853, 5.354], [5.679, -0.342, 4.553], [4.966, -1.764, 2.184], [3.586, -0.697, 2.570], [3.754, -3.796, 2.569], [3.175, -2.928, 1.196], [1.140, -3.222, 2.103], [2.175, -2.928, 4.847], [2.295, -4.503, 4.112], [-0.207, -2.786, 4.780], [0.183, -4.525, 5.206], [-2.266, -3.905, 4.246], [-1.924, -5.575, 4.331], [-2.250, -4.889, 2.712], [-4.313, -1.296, 2.957], [-5.323, -0.347, 3.038], [-6.058, -0.293, 1.812], [-7.050, 0.885, 1.795], [-8.270, 0.602, 2.568], [-8.487, 1.263, 3.902], [-9.671, 0.735, 4.612], [-9.744, -0.667, 4.778], [-8.756, -1.183, 5.636], [-4.650, -2.311, 2.615], [-3.905, -1.371, 3.955], [-3.565, -1.004, 2.239], [-6.667, -1.209, 1.669], [-5.306, -0.131, 0.984], [-7.350, 1.022, 0.790], [-6.501, 1.781, 2.187], [-8.402, -0.385, 2.761], [-8.585, 2.315, 3.746], [-7.548, 1.217, 4.474], [-10.552, 0.953, 4.046], [-9.705, 1.206, 5.556], [-7.763, -0.890, 5.270], [-8.867, -2.270, 5.634], [-8.819, -0.771, 6.658], [1.632, 0.461, 6.549], [0.977, 1.205, 5.550], [0.581, 0.326, 4.471], [-0.492, 1.091, 3.758], [-1.602, 1.197, 4.709], [-2.772, 1.988, 4.213], [-3.847, 1.912, 5.297], [-3.238, 2.295, 6.478], [-3.753, 1.730, 7.690], [1.021, -0.198, 7.118], [2.194, 1.104, 7.177], [2.315, -0.313, 6.085], [0.103, -0.571, 4.937], [1.437, 0.060, 3.942], [-0.822, 0.546, 2.880], [-0.041, 2.035, 3.353], [-1.231, 1.472, 5.643], [-3.212, 1.534, 3.367], [-2.539, 3.008, 3.979], [-4.208, 0.905, 5.377], [-4.620, 2.694, 5.096], [-3.673, 0.642, 7.658], [-4.777, 2.052, 7.878], [-3.018, 2.073, 8.447], [-1.944, 11.980, 6.275], [-1.547, 10.660, 6.012], [-0.242, 10.522, 5.673], [0.046, 10.726, 4.142], [1.360, 10.182, 3.887], [1.652, 10.166, 2.462], [2.794, 9.168, 2.210], [2.383, 7.918, 2.638], [3.284, 6.829, 2.285], [-1.436, 12.323, 7.153], [-3.014, 12.009, 6.509], [-1.726, 12.663, 5.438], [0.065, 9.568, 6.008], [0.349, 11.283, 6.241], [0.035, 11.802, 3.883], [-0.776, 10.226, 3.558], [1.488, 9.276, 4.259], [1.836, 11.224, 2.076], [0.740, 9.742, 1.908], [3.687, 9.551, 2.692], [2.983, 9.241, 1.137], [4.225, 6.939, 2.869], [3.581, 6.867, 1.250], [2.813, 5.912, 2.538], [1.821, 3.941, -1.106], [1.281, 3.071, -0.096], [1.102, 1.736, -0.573], [0.951, 0.961, 0.753], [0.539, -0.425, 0.718], [-0.917, -0.684, 0.531], [-1.237, -2.127, 0.754], [-0.679, -2.921, -0.272], [-0.853, -4.284, 0.044], [2.816, 3.549, -1.473], [1.867, 4.883, -0.559], [1.121, 4.087, -1.901], [2.076, 1.492, -1.104], [0.241, 1.639, -1.202], [0.270, 1.572, 1.378], [1.913, 0.963, 1.321], [0.704, -0.738, 1.685], [-1.059, -0.385, -0.526], [-1.554, -0.028, 1.175], [-2.302, -2.339, 0.709], [-0.914, -2.539, 1.733], [-0.301, -4.605, 0.992], [-0.498, -4.867, -0.819], [-1.900, -4.546, 0.247]],
  "total_charge": 0,
  "homo_energy_ev": -8.527,
  "e_above_lowest_kcal_mol": 0.0,
  "multiplicity": 1,
  "homo_lumo_gap_ev": 8.82,
  "e_tot_ev": -140316.9165
}